54
Properties=species:S:1:pos:R:3 method="wB97M-V/def2-TZVPD" largest_force_ev_per_a=1.1 homo_ev=-10.465 charge=+1 homo_lumo_gap_ev=5.415 multiplicity=1 de_lowest_ev=0.000 mol_weight_g_mol=340.556 lumo_energy_ev=-5.05
C 4.487 -1.420 1.699
C 2.992 -1.176 1.901
C 2.731 0.225 2.461
C 1.244 0.518 2.687
S 0.306 0.577 1.122
C -1.331 0.763 1.830
C -2.193 -0.479 1.616
C -3.576 -0.290 2.240
C -4.480 -1.494 2.008
H 4.668 -2.419 1.296
H 4.908 -0.688 1.000
H 5.027 -1.333 2.649
H 2.451 -1.294 0.951
H 2.571 -1.921 2.589
H 3.253 0.340 3.422
H 3.147 0.978 1.777
H 0.791 -0.262 3.319
H 1.113 1.501 3.166
H -1.244 0.999 2.901
H -1.779 1.629 1.318
H -2.291 -0.681 0.539
H -1.694 -1.354 2.058
H -3.454 -0.104 3.316
H -4.031 0.617 1.819
H -5.462 -1.329 2.458
H -4.625 -1.673 0.938
H -4.052 -2.398 2.453
C -2.902 3.215 9.122
N -1.914 2.901 8.085
C -0.930 1.983 8.427
C -0.877 1.375 9.694
C 0.128 0.456 10.007
C 1.115 0.114 9.057
C 1.088 0.698 7.803
C 0.078 1.635 7.460
C 0.039 2.228 6.202
C -0.947 3.149 5.861
C -1.958 3.496 6.832
C -2.941 4.430 6.449
C -2.937 4.999 5.171
C -1.950 4.655 4.226
C -0.970 3.740 4.569
H -3.637 3.940 8.779
H -3.436 2.305 9.424
H -2.404 3.626 10.008
H -1.624 1.616 10.454
H 0.160 -0.009 10.994
H 1.898 -0.606 9.308
H 1.840 0.454 7.048
H 0.812 1.983 5.480
H -3.726 4.732 7.142
H -3.705 5.722 4.892
H -1.952 5.105 3.229
H -0.185 3.462 3.860